This record from OMol25 describes a molecular structure, C19H47MnN4O2PSi3Te. The level of theory is ωB97M-V with the def2-TZVPD basis set.

Geometry as ORCA input:
```
! RIJCOSX wB97M-V def2-TZVPD def2/J DEFGRID3
* xyz 3 5
Mn 0.47 -0.91 -0.09
C 2.96 -1.08 2.62
C 1.80 -2.04 2.53
C 1.54 -2.97 3.49
C 0.46 -3.85 3.31
C -0.34 -3.80 2.19
C -0.04 -2.85 1.21
N 1.02 -2.01 1.41
N -0.68 -2.53 0.03
Si -1.82 -3.60 -0.82
C -0.81 -4.87 -1.73
C -3.05 -4.40 0.30
C -2.78 -2.51 -1.98
H 3.90 -1.63 2.54
H 2.96 -0.57 3.58
H 2.93 -0.35 1.82
H 2.16 -3.02 4.37
H 0.25 -4.58 4.08
H -1.17 -4.48 2.06
H -0.47 -5.65 -1.04
H 0.10 -4.44 -2.17
H -1.38 -5.38 -2.51
H -2.70 -5.35 0.71
H -3.95 -4.62 -0.28
H -3.35 -3.76 1.13
H -2.20 -1.67 -2.39
H -3.62 -2.06 -1.45
H -3.22 -3.10 -2.79
C -2.15 2.05 4.72
Si -2.19 3.06 3.17
C -0.81 4.30 3.14
C -3.83 3.82 2.80
C -1.92 1.79 1.73
Te 0.09 1.16 1.69
C 0.85 2.61 0.32
Si 2.74 2.54 0.16
C 3.51 2.60 1.85
C 3.28 3.96 -0.89
C 3.15 0.91 -0.70
H -2.08 2.71 5.60
H -1.28 1.38 4.75
H -3.05 1.45 4.83
H -0.91 4.96 4.01
H -0.85 4.94 2.25
H 0.18 3.85 3.21
H -4.10 4.51 3.61
H -4.62 3.07 2.74
H -3.81 4.39 1.87
H -2.17 2.19 0.75
H -2.55 0.91 1.92
H 0.51 3.57 0.71
H 0.34 2.41 -0.62
H 3.36 3.59 2.29
H 4.58 2.43 1.78
H 3.10 1.86 2.54
H 3.39 4.86 -0.28
H 2.57 4.19 -1.69
H 4.26 3.77 -1.35
H 2.45 0.09 -0.46
H 4.14 0.56 -0.41
H 3.15 1.01 -1.79
N -0.82 -2.30 -4.95
C 0.36 -1.84 -4.13
P -0.04 -0.17 -3.44
O -1.35 0.19 -4.07
O 0.16 -0.21 -1.95
C 1.12 1.08 -4.17
N 0.26 2.13 -4.84
H -1.30 -3.08 -4.51
H -0.56 -2.58 -5.90
H -1.50 -1.52 -5.00
H 1.25 -1.84 -4.75
H 0.50 -2.54 -3.31
H 1.76 0.63 -4.93
H 1.74 1.54 -3.42
H 0.21 2.99 -4.30
H -0.70 1.73 -4.91
H 0.60 2.38 -5.77
*
```

energy relative to the best compared isomer or geometry (same formula, charge and spin): 23.7 kJ/mol
HOMO (spin up / spin down): -15.75 / -15.84 eV
maximum force: 1.0 eV Å⁻¹